{
  "formula": "C3H16N2O3",
  "method": "ωB97M-V/def2-TZVPD",
  "de_lowest_kcal_mol": 39.8,
  "e_tot_ev": -12492.00360,
  "homo_energy_ev": -8.554,
  "smiles": "NCCCN.O.O.O",
  "multiplicity": 1,
  "gap_ev": 9.0,
  "species": ["N", "C", "C", "C", "N", "H", "H", "H", "H", "H", "H", "H", "H", "H", "H", "O", "H", "H", "O", "H", "H", "O", "H", "H"],
  "xyz": [[0.777, 1.394, -2.914], [1.156, 1.046, -1.541], [-0.043, 0.632, -0.686], [0.204, 0.972, 0.820], [1.462, 0.543, 1.324], [0.708, 0.615, -3.539], [0.201, 2.186, -3.118], [1.851, 0.225, -1.604], [1.659, 1.953, -1.135], [-0.152, -0.448, -0.699], [-0.933, 1.218, -0.931], [-0.152, 2.019, 0.766], [-0.580, 0.449, 1.398], [2.265, 1.106, 1.586], [2.000, -0.005, 0.653], [-0.333, -2.392, 2.125], [-0.412, -1.532, 1.691], [-1.130, -2.917, 1.993], [-6.108, -0.189, 0.119], [-5.872, 0.073, 1.008], [-5.646, 0.377, -0.513], [2.959, -2.233, 0.723], [3.768, -2.298, 1.248], [2.352, -2.792, 1.227]]
}


{
  "formula": "C5H17N2O",
  "method": "ωB97M-V/def2-TZVPD",
  "de_lowest_kcal_mol": 44.3,
  "e_tot_ev": -10468.88734,
  "charge": 2,
  "homo_energy_ev": [-17.670, -17.670],
  "multiplicity": 2,
  "gap_ev": [10.6, 5.5],
  "species": ["N", "C", "C", "N", "C", "C", "C", "H", "H", "H", "H", "H", "H", "H", "H", "H", "H", "H", "H", "H", "H", "H", "H", "H", "O"],
  "xyz": [[0.526, -1.538, -2.060], [-0.485, -0.531, -2.503], [-0.611, 0.659, -1.476], [-0.146, 0.272, -0.132], [-0.927, -1.315, 1.522], [-1.216, 0.098, 0.896], [-0.993, 1.190, 1.936], [1.510, -1.287, -2.238], [0.547, -1.760, -1.060], [0.290, -2.386, -2.596], [-1.470, -0.980, -2.620], [-0.256, -0.096, -3.491], [-1.667, 0.985, -1.535], [-0.058, 1.572, -1.789], [0.492, 0.996, 0.255], [-1.633, -1.345, 2.354], [0.081, -1.368, 1.939], [-1.105, -2.148, 0.861], [-2.206, 0.118, 0.409], [-0.417, 0.897, 2.809], [-0.735, 2.127, 1.461], [-2.015, 1.287, 2.346], [3.970, 1.275, 1.838], [2.661, 1.982, 1.750], [3.039, 1.108, 1.594]]
}


{
  "formula": "C36H25N10O2S2TeW",
  "method": "ωB97M-V/def2-TZVPD",
  "de_lowest_kcal_mol": 0.0,
  "e_tot_ev": -87518.90202,
  "charge": 1,
  "homo_energy_ev": [-8.074, -10.143],
  "multiplicity": 3,
  "gap_ev": [4.1, 6.7],
  "species": ["W", "C", "C", "N", "C", "C", "C", "C", "C", "C", "C", "N", "C", "C", "C", "C", "C", "C", "C", "C", "N", "C", "H", "H", "H", "H", "H", "H", "H", "H", "H", "H", "H", "H", "N", "C", "N", "C", "C", "S", "C", "C", "S", "C", "N", "N", "H", "H", "H", "H", "H", "H", "O", "N", "O", "C", "C", "C", "C", "C", "C", "N", "C", "C", "N", "C", "C", "C", "C", "H", "H", "H", "H", "H", "H", "H", "Te"],
  "xyz": [[0.963, 0.632, 0.355], [-0.337, -0.337, 4.612], [0.454, -0.101, 3.478], [0.013, 0.546, 2.422], [-1.247, 1.057, 2.462], [-2.131, 0.824, 3.529], [-1.630, 0.099, 4.633], [-3.453, 1.314, 3.430], [-3.838, 1.982, 2.303], [-2.933, 2.240, 1.252], [-1.624, 1.826, 1.342], [-0.606, 2.006, 0.398], [-0.509, 3.207, -0.290], [-1.286, 4.341, -0.156], [-1.064, 5.468, -0.971], [-0.077, 5.491, -1.914], [0.780, 4.375, -2.035], [1.875, 4.328, -2.924], [2.681, 3.228, -2.924], [2.412, 2.177, -2.039], [1.392, 2.172, -1.206], [0.566, 3.255, -1.208], [0.091, -0.880, 5.442], [1.472, -0.460, 3.442], [-2.274, -0.098, 5.480], [-4.147, 1.141, 4.242], [-4.858, 2.331, 2.206], [-3.288, 2.740, 0.363], [-2.065, 4.393, 0.587], [-1.699, 6.334, -0.835], [0.085, 6.358, -2.540], [2.070, 5.169, -3.577], [3.537, 3.150, -3.579], [3.080, 1.333, -2.018], [4.026, -0.508, -0.770], [2.982, -1.074, -1.390], [1.762, -0.548, -1.440], [0.966, -1.281, -2.337], [1.546, -2.394, -2.822], [3.165, -2.549, -2.258], [-0.318, -0.750, -2.803], [-1.199, -1.400, -3.598], [-2.515, -0.363, -3.981], [-1.782, 0.879, -3.019], [-0.655, 0.542, -2.467], [-2.421, 2.069, -2.767], [3.863, 0.251, -0.109], [4.869, -1.045, -0.651], [1.145, -3.084, -3.545], [-1.153, -2.399, -3.997], [-3.080, 2.388, -3.459], [-1.820, 2.798, -2.409], [-0.058, -7.059, 0.739], [0.787, -6.243, 1.049], [1.871, -6.537, 1.511], [0.445, -4.819, 0.889], [-0.809, -4.589, 0.433], [-1.265, -3.274, 0.202], [-2.555, -2.983, -0.239], [-2.911, -1.668, -0.454], [-1.956, -0.674, -0.267], [-0.718, -0.909, 0.147], [-0.366, -2.203, 0.424], [0.919, -2.424, 0.927], [1.693, -1.284, 1.146], [2.900, -1.499, 1.755], [3.377, -2.732, 2.071], [2.642, -3.894, 1.770], [1.376, -3.748, 1.208], [-1.461, -5.430, 0.245], [-3.259, -3.789, -0.406], [-3.901, -1.397, -0.791], [-2.196, 0.353, -0.492], [3.482, -0.619, 1.991], [4.337, -2.803, 2.563], [3.042, -4.861, 2.000], [2.797, 1.913, 1.640]]
}


Repeat the second record exactly.
{
  "formula": "C5H17N2O",
  "method": "ωB97M-V/def2-TZVPD",
  "de_lowest_kcal_mol": 44.3,
  "e_tot_ev": -10468.88734,
  "charge": 2,
  "homo_energy_ev": [-17.670, -17.670],
  "multiplicity": 2,
  "gap_ev": [10.6, 5.5],
  "species": ["N", "C", "C", "N", "C", "C", "C", "H", "H", "H", "H", "H", "H", "H", "H", "H", "H", "H", "H", "H", "H", "H", "H", "H", "O"],
  "xyz": [[0.526, -1.538, -2.060], [-0.485, -0.531, -2.503], [-0.611, 0.659, -1.476], [-0.146, 0.272, -0.132], [-0.927, -1.315, 1.522], [-1.216, 0.098, 0.896], [-0.993, 1.190, 1.936], [1.510, -1.287, -2.238], [0.547, -1.760, -1.060], [0.290, -2.386, -2.596], [-1.470, -0.980, -2.620], [-0.256, -0.096, -3.491], [-1.667, 0.985, -1.535], [-0.058, 1.572, -1.789], [0.492, 0.996, 0.255], [-1.633, -1.345, 2.354], [0.081, -1.368, 1.939], [-1.105, -2.148, 0.861], [-2.206, 0.118, 0.409], [-0.417, 0.897, 2.809], [-0.735, 2.127, 1.461], [-2.015, 1.287, 2.346], [3.970, 1.275, 1.838], [2.661, 1.982, 1.750], [3.039, 1.108, 1.594]]
}